(1)
Computed, not measured: a gas-phase ion, C13H17BrF5N2O (charge +1) in a non-equilibrium geometry, with ωB97M-V/def2-TZVPD.

Charge: +1

Atoms and positions in Å:
Br 3.8244 1.5663 2.0532
F -1.9615 -2.7522 -1.5358
F -0.0138 -2.4571 1.2059
F -2.8050 -4.2041 -0.0723
F -0.4957 -4.6238 0.9491
F 0.2434 -3.4495 -0.7645
O -1.2119 3.2861 3.2689
N -0.9672 1.0539 0.8401
N 0.6589 2.3845 2.0959
C 3.6312 1.0284 0.1597
C -2.8076 -1.9142 0.6544
C -2.5951 0.1826 -1.0133
C 0.2385 1.5777 0.9961
C 2.4570 1.8077 -0.6014
C -0.3236 3.0333 2.5898
C 5.0462 1.2538 -0.5301
C -2.0458 -3.0179 -0.1603
C -1.1340 0.2871 -0.4398
C 1.0728 1.1221 -0.2660
C -3.5437 -0.8676 -0.2830
C -0.5889 -3.3896 0.3633
C -0.1036 1.1411 -1.3395
H -1.7537 1.1302 1.4948
H 2.6543 1.6003 -1.7025
H 5.8371 0.5510 -0.1257
H 0.0230 0.4856 -2.2474
H 3.4205 -0.0814 0.0876
H -4.3813 -0.3477 0.2652
H -0.6357 -0.7273 -0.4751
H -2.1935 -1.3724 1.4229
H -0.4481 2.2011 -1.4802
H 5.4064 2.3052 -0.3578
H -4.0406 -1.4717 -1.1068
H -3.0904 1.2004 -0.9707
H 2.4887 2.9177 -0.4302
H -2.5018 -0.0746 -2.1109
H 4.9600 1.0531 -1.6348
H -3.6252 -2.4496 1.2326
H 1.3055 0.0314 -0.0314

Cartesian forces (eV/Å) of the 6 atoms listed first:
Br -0.2936 -0.4013 -0.6271
F -0.0420 0.0419 2.1552
F -1.1483 -1.1259 -0.9901
F 1.2054 1.7044 -0.1825
F -0.5520 2.3081 -0.6300
F -1.1316 0.2914 1.9008

---

(2)
Computed, not measured: 9 unconnected molecules or ions with the total composition C13H17Cl24N2O3, with ωB97M-V/def2-TZVPD.

Charge: -1

Atoms and positions in Å:
Cl 11.5684 -11.3038 -3.0344
Cl 12.1952 -9.8139 -5.4475
Cl -0.5053 3.8378 7.4781
Cl 4.4547 -1.2765 -3.0031
Cl 5.6066 0.2697 0.4537
Cl -9.2283 3.4352 3.2417
Cl 6.8520 -2.8905 -2.7924
Cl -5.0297 5.9105 -2.5608
Cl 7.7345 -7.1926 -1.0986
Cl -2.8037 4.9829 -4.1810
Cl -7.8305 -1.0536 -2.4153
Cl -10.5671 2.7467 0.7551
Cl 9.3779 -6.6487 -3.4309
Cl -5.0192 -0.3412 -2.2495
Cl 2.1250 2.6365 7.2010
Cl 9.9541 -5.3303 -0.9063
Cl -7.0570 1.6191 -1.5851
Cl 2.8522 0.9510 -0.1564
Cl -7.7349 3.4185 0.7595
Cl 9.4727 -10.6985 -4.9523
Cl 3.6031 -1.8193 0.2466
Cl -2.6924 4.7709 -1.2800
Cl 1.2316 4.6386 5.2950
Cl 4.2785 -4.1639 -3.2230
O -0.5778 1.7999 3.6159
O -6.4991 0.9896 2.8329
O -5.4647 -0.4521 1.4315
N -0.0635 0.8264 1.6226
N -3.6346 2.1052 1.9434
C 8.6881 -5.9798 -1.9474
C -9.0437 2.6738 1.6653
C -0.6413 1.8624 2.4198
C 3.9135 -0.1548 0.7216
C -4.9169 1.8604 1.2855
C 0.7342 3.3097 6.3414
C -6.6430 0.2418 -2.6037
C -3.2803 5.7235 -2.6489
C -5.6896 0.6750 1.9216
C -2.6225 2.5556 1.0207
C 10.9733 -10.1380 -4.2163
C 5.2598 -2.7365 -3.5522
C -1.3540 3.0005 1.7414
H -2.8331 6.7071 -2.6019
H -4.7629 1.5963 0.2387
H 8.0322 -5.1665 -2.2255
H -5.6181 2.6910 1.3749
H -2.9742 3.3813 0.3788
H -8.7755 1.6338 1.8192
H -1.6066 3.7244 2.5191
H -2.4005 1.7074 0.3639
H -3.7280 2.7150 2.7436
H -0.7011 3.5186 1.0327
H -6.6662 0.5632 -3.6359
H 0.6443 1.1775 0.9905
H 5.4069 -2.6667 -4.6212
H 3.7011 -0.0551 1.7776
H 10.7655 -9.2115 -3.6976
H -0.7719 0.3018 1.1234
H 0.3120 2.5352 5.7105

Cartesian forces (eV/Å) of the 6 atoms listed first:
Cl -0.0004 0.0071 0.0077
Cl -0.0032 0.0212 0.0004
Cl 0.0083 0.0016 0.0010
Cl 0.0304 0.0815 -0.1883
Cl 0.0039 0.0118 0.0192
Cl -0.0297 0.0196 -0.0025

---

| no. | total energy (Ha) | lowest unoccupied orbital energy (eV) | highest occupied orbital energy (hartree) |
| --- | --- | --- | --- |
| 1 | -3763.363681 | -4.8 | -0.47539 |
| 2 | -11885.407762 | 1.3 | -0.15875 |